C26H19N4O6PtS | the ωB97M-V functional and the def2-TZVPD basis

Max |F| in Eh/bohr: 0.006
Highest occupied orbital energy in eV: -11.717
Spin multiplicity: 1
Frontier orbital gap in eV: 6.4
Charge: +1

Each line ends with the natural charge from an NBO analysis.
Atoms and positions in Å:
Pt (1.34, 0.34, -0.31)  0.685
O (-1.64, 3.80, -0.72)  -0.497
C (-0.60, 3.20, -0.65)  0.631
N (-0.03, 2.43, -1.64)  -0.391
C (0.73, 2.81, -2.57)  0.295
C (0.94, 4.18, -3.01)  -0.231
C (1.53, 4.38, -4.19)  -0.172
C (2.02, 3.26, -4.99)  -0.089
C (1.96, 1.98, -4.59)  -0.272
C (1.44, 1.69, -3.28)  0.333
N (1.56, 0.60, -2.57)  -0.578
C (1.86, -0.63, -3.20)  0.659
O (1.93, -0.80, -4.39)  -0.508
C (1.97, -1.78, -2.25)  0.079
C (2.29, -3.03, -2.76)  -0.174
C (2.35, -4.11, -1.90)  -0.130
C (2.08, -3.90, -0.57)  -0.210
C (1.76, -2.63, -0.12)  0.076
N (1.71, -1.58, -0.95)  -0.419
C (0.31, 3.20, 0.54)  0.095
C (0.21, 4.26, 1.42)  -0.194
C (1.16, 4.41, 2.42)  -0.123
C (2.20, 3.50, 2.47)  -0.220
C (2.22, 2.44, 1.57)  0.077
N (1.28, 2.27, 0.63)  -0.457
H (0.53, 4.99, -2.42)  0.243
H (1.65, 5.38, -4.59)  0.242
H (2.49, 3.49, -5.93)  0.239
H (2.39, 1.19, -5.20)  0.270
H (2.48, -3.11, -3.82)  0.261
H (2.61, -5.10, -2.27)  0.243
H (2.11, -4.71, 0.15)  0.252
H (1.56, -2.47, 0.92)  0.250
H (-0.61, 4.96, 1.29)  0.260
H (1.10, 5.22, 3.13)  0.243
H (2.99, 3.57, 3.20)  0.249
H (2.98, 1.69, 1.63)  0.249
O (2.04, -0.30, 2.39)  -0.583
C (1.20, -0.28, 1.54)  0.603
C (-6.04, -3.26, 2.05)  -0.638
C (-4.61, -2.86, 2.30)  0.034
C (-4.30, -1.75, 3.08)  -0.218
C (-2.99, -1.40, 3.33)  -0.164
C (-1.97, -2.17, 2.79)  -0.323
C (-2.25, -3.29, 2.01)  -0.185
C (-3.56, -3.62, 1.77)  -0.205
S (-0.31, -1.73, 3.11)  2.367
O (-0.24, -0.89, 4.26)  -0.890
O (0.54, -2.87, 2.94)  -0.928
O (-0.08, -0.79, 1.76)  -0.750
H (-6.72, -2.46, 2.31)  0.224
H (-6.30, -4.13, 2.65)  0.235
H (-6.19, -3.53, 1.01)  0.227
H (-5.10, -1.16, 3.50)  0.224
H (-2.75, -0.54, 3.95)  0.244
H (-1.44, -3.88, 1.62)  0.235
H (-3.79, -4.49, 1.17)  0.221